[1]
Molecular formula: CHIS2
Method: DFT, the ωB97M-V functional and the def2-TZVPD basis

Each line ends with the natural charge from an NBO analysis.
Geometry (Å):
C1 -2.414430 0.209468 0.152882  -0.40
S1 -1.333890 -0.600302 -0.560907  0.19
S2 -3.451877 1.100372 0.817982  0.20
I1 3.624146 0.273217 0.199622  -0.08
H1 3.576053 -0.982754 -0.609581  0.08

Atomic forces in eV per Å
C 0.35 0.01 -0.28
S 0.84 -0.82 -0.51
S -1.18 0.81 0.80
I 0.08 2.45 1.58
H -0.09 -2.45 -1.58

- E_LUMO (eV) = 0.05
- HOMO level (eV) = -9.71
- energy above the lowest of the compared OMol25 structures with the same formula, charge and spin (kcal/mol) = 4.8

***

[2]
Molecular formula: C37H33LuN3OS3
Method: DFT, the ωB97M-V functional and the def2-TZVPD basis

Each line ends with the Mulliken charge.
Geometry (Å):
O1 4.308610 -1.456935 2.787611  0.01
C1 3.851818 -2.632834 2.532594  0.22
C2 4.100540 -3.433040 1.221089  -0.54
C3 3.326112 -2.829737 -0.056754  -1.27
N1 3.471656 -1.363852 -0.043642  0.70
C4 4.798937 -0.905587 -0.410310  0.30
C5 5.899247 -1.767134 -0.896374  -0.56
C6 7.229464 -1.262026 -1.262664  -0.79
C7 7.509712 0.176590 -1.117710  -0.47
C8 6.455943 1.085574 -0.647008  -0.59
C9 5.131283 0.556389 -0.305498  0.69
S1 3.735737 1.610995 0.243492  -0.20
C10 2.363441 0.838811 -0.683721  0.45
C11 1.311154 1.647141 -1.317233  -0.04
C12 1.312062 3.219302 -1.177561  -1.02
C13 0.244721 3.553332 -0.024866  -0.71
C14 -1.244275 3.311493 -0.489527  0.03
S2 -2.483821 4.064043 0.698302  -0.09
C15 -4.040728 3.256337 0.196378  0.11
S3 -5.463607 3.639996 0.954791  0.04
N2 -4.017324 2.289662 -0.910149  0.91
C16 -5.128767 2.431455 -1.803743  0.00
C17 -6.439554 1.702263 -1.612386  0.13
C18 -7.493392 1.896313 -2.595782  -0.67
C19 -7.303799 2.781698 -3.774885  -0.30
C20 -5.998818 3.497873 -3.968035  -0.57
C21 -4.930511 3.332193 -2.999118  -0.33
C22 -3.865280 0.932959 -0.480264  -0.16
C23 -4.297582 0.372175 0.823757  0.06
C24 -4.064164 -1.027492 1.192055  -0.83
C25 -3.355999 -1.974910 0.260340  -0.53
C26 -2.943205 -1.434318 -1.045917  -0.53
C27 -3.165520 -0.021498 -1.426787  -0.15
C28 0.275581 0.908627 -2.077233  -0.55
C29 0.282762 -0.566522 -2.208665  -1.19
C30 1.340527 -1.316348 -1.519439  -0.48
C31 2.417493 -0.674959 -0.734335  0.11
N3 3.066880 -3.278575 3.603288  -0.05
C32 1.670615 -2.828859 3.605492  0.40
C33 0.830607 -3.323290 4.732732  -0.32
C34 -0.588373 -3.005806 4.885828  -0.62
C35 -1.223836 -2.151111 3.864901  -0.56
C36 -0.392364 -1.626218 2.754597  -0.51
C37 1.044359 -1.945694 2.612044  0.07
H1 3.760036 -4.491468 1.428005  0.43
H2 5.211382 -3.484750 1.065927  0.42
H3 2.259966 -3.176961 0.080173  0.59
H4 3.728460 -3.324752 -0.982315  0.52
H5 5.728574 -2.871021 -1.030196  0.26
H6 7.987292 -1.989730 -1.647046  0.41
H7 8.522134 0.539818 -1.413680  0.39
H8 6.684977 2.173177 -0.571393  0.41
H9 2.292850 3.596245 -0.767770  0.32
H10 0.993909 3.734416 -2.119072  0.45
H11 0.428640 2.886815 0.873352  0.41
H12 0.328732 4.608958 0.348124  0.53
H13 -1.423057 3.824757 -1.472422  0.36
H14 -1.480539 2.212625 -0.502890  -0.22
H15 -6.563112 1.012284 -0.737507  0.41
H16 -8.455027 1.336343 -2.448860  0.38
H17 -8.110673 2.940577 -4.530317  0.42
H18 -5.875310 4.142324 -4.874131  0.40
H19 -3.962421 3.867539 -3.195609  0.36
H20 -4.821598 1.009868 1.573032  0.32
H21 -4.370221 -1.430648 2.186345  0.48
H22 -3.143833 -3.042974 0.521173  0.42
H23 -2.408525 -2.134266 -1.744720  0.39
H24 -2.800852 0.337061 -2.428434  0.58
H25 -0.517893 1.494962 -2.600872  0.57
H26 -0.514568 -1.063050 -2.807399  0.77
H27 1.320591 -2.430756 -1.607301  0.39
H28 3.463856 -2.887653 4.489102  0.19
H29 1.315172 -3.990454 5.498615  0.36
H30 -1.119801 -3.445026 5.768512  0.38
H31 -2.311714 -1.921468 3.970611  0.32
H32 -0.942517 -0.983915 2.015737  0.46
H33 1.646255 -1.529012 1.768982  0.23
Lu1 5.610496 -1.798339 4.514556  0.26

Atomic forces in eV per Å
O 0.06 -3.08 -0.42
C -0.89 0.54 0.47
C -0.50 -0.15 0.47
C 0.25 -1.24 1.38
N -0.34 -0.03 -2.40
C 3.35 1.70 -0.60
C -0.05 0.95 0.12
C -2.08 1.67 1.06
C -1.90 -1.17 0.31
C -0.13 -2.11 -0.24
C 0.16 -1.76 -0.44
S 0.10 -0.98 -1.34
C 0.00 -1.02 -0.27
C 0.21 -1.89 -0.53
C -1.09 -0.86 1.43
C -0.56 -0.12 0.45
C 0.11 -0.10 -0.01
S -1.00 -1.43 -1.01
C 0.76 1.30 0.41
S 1.19 -0.20 -0.77
N -1.74 -1.03 1.47
C -0.71 0.63 -2.14
C 0.32 0.78 -2.08
C 1.56 0.68 -0.09
C 1.90 -0.31 1.79
C -0.14 -1.35 1.98
C -2.21 -0.46 -0.46
C 0.89 -2.95 0.01
C 0.91 -1.54 -0.19
C 1.08 0.64 -2.14
C -0.50 3.12 -1.07
C -0.69 1.00 1.32
C -0.64 -1.19 1.43
C 1.40 -0.69 0.84
C 2.04 1.80 1.96
C -0.05 0.85 0.18
C -2.43 1.99 -1.52
N 0.68 1.99 -1.20
C -3.86 0.24 0.53
C -0.38 0.66 -1.09
C 1.79 0.80 -2.01
C 2.68 -0.66 -0.04
C -0.08 -1.31 1.62
C -1.02 -0.97 1.72
H 0.25 1.24 -0.34
H -0.93 0.36 0.16
H 1.12 0.89 -0.24
H -0.37 0.55 0.81
H 0.21 1.37 0.14
H -0.79 0.92 0.42
H -1.12 -0.12 0.40
H -0.42 -1.04 -0.03
H -0.93 -0.47 -0.93
H 0.57 -0.53 0.73
H -0.06 0.74 -0.98
H 0.17 -0.85 -0.57
H 0.12 -0.73 0.75
H 0.36 1.15 -0.31
H 0.08 0.92 -0.98
H 1.07 0.80 -0.24
H 0.73 -0.30 0.86
H -0.02 -0.69 1.05
H -1.05 -0.75 0.55
H 0.52 -0.51 -0.84
H 0.06 0.65 -1.01
H -0.35 1.24 -0.19
H -0.71 1.01 0.69
H -0.53 -0.31 1.24
H 0.89 -0.56 0.43
H 1.01 0.34 0.56
H 0.06 1.22 0.00
H -0.64 -0.60 -0.44
H -0.55 0.76 -0.95
H 0.42 0.63 -1.10
H 1.19 -0.07 -0.30
H 1.00 -0.64 0.66
H -0.72 -0.27 0.83
Lu 0.92 0.90 0.30

- E_LUMO (eV) = -12.42
- HOMO level (eV) = -14.12
- energy above the lowest of the compared OMol25 structures with the same formula, charge and spin (kcal/mol) = 155.2
- net charge = +3

***

[3]
Molecular formula: C3H25NO11
Method: DFT, the ωB97M-V functional and the def2-TZVPD basis

Each line ends with the natural charge from an NBO analysis.
Geometry (Å):
O1 -0.151004 -1.907816 -0.057751  -0.63
C1 -0.460718 -2.239572 1.091006  0.45
C2 -1.667084 -1.459511 1.561590  -0.33
N1 -1.608285 -0.007092 1.458538  -0.64
C3 -0.569833 0.509362 2.314587  0.07
O2 0.569318 -0.127579 1.743867  -0.81
H1 -0.136449 -3.055794 1.763251  0.19
H2 -1.850726 -1.719577 2.570308  0.20
H3 -2.568819 -1.780606 0.851504  0.21
H4 -1.479084 0.281458 0.493010  0.36
H5 -0.629522 1.684777 2.133667  0.21
H6 -0.532346 0.055285 3.434126  0.19
H7 1.362495 0.507836 1.714272  0.54
H8 0.808075 0.770736 -3.411091  0.50
H9 2.230919 1.373166 -3.281385  0.48
O3 1.723514 0.630751 -3.618114  -0.96
H10 3.061925 0.314685 -2.446912  0.48
H11 3.207424 -0.319595 -1.071140  0.49
O4 3.156310 0.603515 -1.411412  -1.00
H12 -2.428434 -1.029988 -1.707244  0.46
H13 -3.514241 -1.439686 -2.555147  0.49
O5 -3.143798 -0.613066 -2.127554  -0.94
H14 2.997293 -2.686224 0.011924  0.47
H15 1.786495 -1.887535 -0.023610  0.49
O6 2.661583 -1.850698 0.175464  -0.95
H16 -4.289072 1.349810 -0.849573  0.47
H17 -3.277452 0.942235 -0.001172  0.45
O7 -3.591722 1.703770 -0.264824  -0.91
H18 1.096244 2.779746 0.587397  0.51
H19 2.693772 2.629091 1.028446  0.49
O8 1.749696 2.457897 1.279828  -1.02
H20 -0.337831 2.564808 -1.329227  0.49
H21 1.008081 1.786081 -0.959766  0.51
O9 0.510965 2.641725 -1.111564  -0.97
H22 -1.577593 1.089980 -3.197967  0.48
H23 -1.646198 0.380400 -1.758582  0.49
O10 -1.088427 1.000186 -2.426955  -0.97
H24 2.061063 -2.399109 2.877359  0.47
H25 1.176166 -1.260998 2.828582  0.49
O11 1.131269 -2.256558 3.104778  -0.98

Atomic forces in eV per Å
O 0.97 -1.76 0.91
C -1.93 1.13 -2.50
C -1.87 -0.07 -1.54
N -1.25 -0.65 1.29
C 0.06 0.58 -0.19
O 3.39 2.56 0.42
H 0.42 0.15 -1.06
H -0.74 -0.20 1.15
H 1.76 0.18 1.69
H 0.53 0.09 0.36
H 0.71 -2.47 1.10
H -1.16 1.71 -2.34
H -1.49 -0.63 -0.16
H -0.77 0.26 0.62
H -0.68 0.57 -0.13
O 0.96 -0.39 -1.15
H 0.18 0.98 3.79
H -0.08 0.78 0.52
O 0.13 -2.07 -3.34
H 1.86 -1.08 1.28
H 0.08 1.57 0.39
O -2.54 -1.57 -1.52
H 1.12 -2.53 -0.51
H -4.54 -0.09 -0.99
O 3.51 2.61 1.43
H 0.21 0.85 0.06
H 2.99 -6.01 2.99
O -3.33 5.27 -2.90
H 1.48 -0.16 0.50
H -1.68 -0.03 -0.14
O 0.40 0.12 -0.14
H -5.27 -1.38 -1.56
H -1.30 1.02 -0.79
O 6.92 0.33 2.30
H -1.92 0.00 -1.98
H 2.10 2.91 -3.09
O 0.33 -2.18 4.56
H 0.01 -0.84 0.18
H -1.01 -1.89 0.42
O 1.45 2.34 0.08

- E_LUMO (eV) = -0.10
- HOMO level (eV) = -9.32
- structure (SMILES) = O=CCNCO.O.O.O.O.O.O.O.O.O
- energy above the lowest of the compared OMol25 structures with the same formula, charge and spin (kcal/mol) = 153.2

***

[4]
Molecular formula: C16H24N2O5S
Method: DFT, the ωB97M-V functional and the def2-TZVPD basis

Each line ends with the natural charge from an NBO analysis.
Geometry (Å):
C1 4.281830 -1.918362 -1.485800  -0.25
H1 5.336888 -2.176486 -1.560605  0.20
O1 3.957023 -2.052619 -0.122876  -0.48
C2 2.695458 -1.758641 0.274339  0.28
C3 1.664547 -1.364338 -0.563834  -0.29
C4 0.407803 -1.074850 -0.049596  -0.19
C5 0.193877 -1.176823 1.301935  -0.28
C6 1.196582 -1.598737 2.162510  -0.33
C7 2.452025 -1.896289 1.664609  0.33
O2 3.505272 -2.320277 2.406192  -0.49
C8 3.316324 -2.494198 3.790583  -0.25
H2 2.537835 -3.234040 4.000685  0.18
H3 3.061840 -1.550024 4.282732  0.18
H4 4.270564 -2.854335 4.171523  0.20
H5 0.954787 -1.712566 3.205157  0.24
S1 -1.399324 -0.769117 2.003785  2.31
O3 -2.403566 -0.774404 0.973955  -0.96
O4 -1.592546 -1.608999 3.149720  -0.94
N1 -1.338028 0.804808 2.583723  -0.65
C9 -0.186367 1.101255 3.399052  -0.43
H6 0.718924 1.255901 2.802522  0.21
H7 -0.051770 0.258305 4.072497  0.22
H8 -0.386983 1.996187 3.989377  0.21
C10 -1.783431 1.828001 1.664144  -0.30
C11 -1.020952 1.780387 0.339971  0.66
O5 0.191458 1.880840 0.289756  -0.64
N2 -1.806363 1.623407 -0.737717  -0.60
H9 -2.782046 1.412726 -0.597897  0.40
C12 -1.312039 1.513035 -2.094838  -0.07
C13 -1.881720 2.645298 -2.966081  -0.41
H10 -2.070735 3.542560 -2.379219  0.22
H11 -1.171224 2.891670 -3.755475  0.21
C14 -3.144914 2.046187 -3.575909  -0.40
H12 -3.493462 2.599821 -4.446212  0.22
H13 -3.947995 2.025489 -2.837714  0.19
C15 -2.707736 0.625369 -3.922414  -0.40
H14 -2.138788 0.638125 -4.853223  0.20
H15 -3.550365 -0.051838 -4.049493  0.21
C16 -1.801443 0.206557 -2.756512  -0.43
H16 -2.361322 -0.378280 -2.024726  0.22
H17 -0.968196 -0.401982 -3.104688  0.22
H18 -0.223446 1.569501 -2.018531  0.24
H19 -2.851820 1.674127 1.503128  0.22
H20 -1.623083 2.802007 2.133406  0.23
H21 -0.402110 -0.784740 -0.693767  0.23
H22 1.827601 -1.274761 -1.625233  0.22
H23 3.697236 -2.603309 -2.108438  0.18
H24 4.133898 -0.891550 -1.834503  0.18

Atomic forces in eV per Å
C 0.05 0.02 -0.24
H -0.08 0.03 -0.04
O -0.26 0.01 0.37
C 0.06 -0.06 0.14
C 0.16 -0.07 0.02
C -0.09 0.00 0.05
C -0.70 0.16 0.09
C 0.39 -0.16 0.17
C -0.04 0.07 -0.07
O -0.02 0.05 -0.35
C -0.03 -0.03 0.20
H 0.01 0.03 -0.01
H -0.01 -0.02 -0.02
H -0.10 0.03 0.03
H 0.11 -0.07 0.17
S -0.30 -0.12 0.36
O 0.24 0.19 -0.16
O 0.41 0.04 0.07
N -0.10 -0.84 -0.46
C 0.43 0.01 0.27
H -0.03 0.02 0.07
H 0.14 0.10 0.19
H -0.02 -0.05 0.00
C -0.18 -0.07 -0.35
C -0.22 0.43 0.09
O 0.23 0.09 0.14
N -0.32 0.01 -0.26
H 0.09 -0.04 0.18
C 0.28 0.24 0.00
C -0.04 -0.02 0.01
H 0.11 0.05 0.00
H 0.03 0.03 -0.07
C 0.16 0.02 -0.16
H -0.12 0.04 0.03
H -0.11 0.02 0.05
C -0.10 -0.02 0.00
H -0.02 -0.01 -0.06
H 0.01 -0.06 -0.09
C 0.00 -0.05 -0.10
H 0.06 -0.07 0.01
H 0.02 -0.09 0.07
H -0.16 -0.02 -0.01
H 0.06 0.22 -0.04
H -0.01 -0.11 -0.05
H -0.09 0.07 -0.16
H 0.06 -0.01 -0.10
H 0.01 0.04 0.03
H -0.01 -0.04 0.02

- E_LUMO (eV) = 0.68
- HOMO level (eV) = -8.34
- structure (SMILES) = COc1ccc(S(=O)(=O)N(C)CC(=O)NC2CCCC2)cc1OC
- energy above the lowest of the compared OMol25 structures with the same formula, charge and spin (kcal/mol) = 41.2

***

Question: Among the records above, which one has the highest E_LUMO?
Answer: C16H24N2O5S

***

Question: Among the records above, which one has the highest E_LUMO?
Answer: C16H24N2O5S